Record 1
Molecular formula: C27H37F7NO22P2
Method: DFT, wB97M-V/def2-TZVPD

Its lowest unoccupied orbital energy is -3.29 eV. As for the net charge: +1. As for the largest force on an atom: 2.71 eV Å⁻¹. The value obtained for the total energy is -112727.4695 eV. The frontier orbital gap comes out at 9.31 eV.

```
96
Properties=species:S:1:pos:R:3:mulliken_charge:R:1
C 1.1320 1.1454 3.9994 -0.89
C 0.6346 -0.2750 3.5283 -0.06
O 1.7051 -1.0588 2.9577 -0.40
P 1.9007 -0.7895 1.3265 0.51
C 3.6277 -1.3566 0.9036 -0.58
C 4.4091 -0.3654 0.0024 -0.13
N 3.9519 0.0601 -1.1081 -0.46
P 0.5804 -2.0311 0.0894 0.33
C -1.1521 -1.2978 0.0589 -1.00
C 0.6091 -3.7252 0.8830 -1.05
H 2.1407 0.9787 4.4285 0.27
H 1.1790 1.8385 3.1316 0.18
H 0.4284 1.5237 4.7670 0.42
H 0.3062 -0.8153 4.4418 0.32
H -0.2622 -0.1810 2.8816 0.02
H 1.7526 0.5692 0.9346 0.18
H 3.6011 -2.3917 0.4931 0.28
H 4.1551 -1.4398 1.8825 0.43
H 5.3995 -0.0376 0.3709 0.40
H 3.0297 -0.3726 -1.2400 0.18
H -1.1511 -0.4534 0.7820 0.24
H -1.9043 -2.0420 0.3732 0.33
H -1.3587 -0.8660 -0.9385 0.42
H -0.3500 -3.9833 1.3838 0.37
H 0.7494 -4.4650 0.0700 0.37
H 1.4082 -3.8500 1.6382 0.33
C -4.7634 1.1147 -0.3800 -0.47
C -6.0925 0.4751 -0.1023 0.34
O -5.7292 -0.8564 0.2401 -0.29
C -4.4887 -0.7843 0.7808 0.65
O -3.9857 -1.6564 1.4170 -0.54
O -3.8976 0.4058 0.5150 -0.27
F -6.8672 0.4470 -1.2078 -0.30
H -4.4322 0.9564 -1.4086 0.29
H -4.7592 2.1824 -0.1689 0.29
H -6.6484 0.9261 0.7232 0.32
C 3.9255 3.5849 0.0852 0.31
C 5.2450 3.8265 0.7583 0.37
O 4.9017 4.7170 1.8062 -0.31
C 3.6121 4.4380 2.1357 0.68
O 3.0822 4.7949 3.1328 -0.53
O 3.0064 3.6874 1.1759 -0.36
F 6.1182 4.4407 -0.0728 -0.28
H 3.6922 4.3475 -0.6601 0.01
H 3.8651 2.6042 -0.3843 -0.10
H 5.7106 2.9304 1.1786 0.24
C -6.0391 -2.5352 4.0859 -0.10
C -6.5032 -1.3327 4.8550 0.23
O -7.8874 -1.2930 4.5628 -0.28
C -8.2627 -2.5812 4.3331 0.64
O -9.3856 -2.9564 4.3153 -0.50
O -7.1864 -3.3839 4.1261 -0.32
F -5.9231 -0.1935 4.3897 -0.27
H -5.7986 -2.2989 3.0469 0.04
H -5.1780 -3.0192 4.5438 0.27
H -6.3575 -1.4020 5.9356 0.27
C 4.8943 0.6591 -4.4556 0.04
C 5.3304 -0.6833 -4.9663 0.36
O 6.1316 -0.3489 -6.0823 -0.32
C 6.6621 0.8792 -5.8148 0.59
O 7.5770 1.3522 -6.3943 -0.49
O 6.0081 1.4855 -4.7880 -0.30
F 4.2702 -1.4240 -5.3917 -0.30
H 4.0020 1.0317 -4.9650 0.27
H 4.7118 0.6585 -3.3818 -0.12
H 5.9200 -1.2671 -4.2537 0.28
C -8.7319 -2.8566 0.8982 0.23
C -10.0645 -2.1813 1.0364 0.40
O -10.3825 -1.8455 -0.3034 -0.34
C -9.7726 -2.7799 -1.0843 0.55
O -10.0280 -2.9700 -2.2238 -0.49
O -8.8335 -3.4713 -0.3846 -0.38
F -9.9656 -1.0385 1.7638 -0.29
H -7.9018 -2.1449 0.8938 -0.14
H -8.5559 -3.5984 1.6762 0.18
H -10.8504 -2.8144 1.4537 0.29
C 5.3767 -5.1875 -4.2085 -0.35
C 6.7117 -4.9628 -3.5608 0.31
O 6.3947 -4.0751 -2.4977 -0.29
C 5.1123 -4.3461 -2.1501 0.65
O 4.6034 -3.9849 -1.1365 -0.56
O 4.4837 -5.0806 -3.0955 -0.30
F 7.5730 -4.3475 -4.4028 -0.26
H 5.1351 -4.4168 -4.9440 0.23
H 5.2992 -6.1637 -4.6832 0.29
H 7.1764 -5.8651 -3.1569 0.27
C 1.8930 8.3203 -0.5511 -0.41
C 3.1349 7.5391 -0.8676 0.28
O 2.6269 6.4100 -1.5580 -0.24
C 1.4797 6.8231 -2.1688 0.57
O 0.9341 6.2275 -3.0341 -0.50
O 1.0492 8.0049 -1.6606 -0.32
F 3.7573 7.1132 0.2608 -0.26
H 1.4167 7.9875 0.3740 0.29
H 2.0761 9.3915 -0.4873 0.29
H 3.8496 8.0666 -1.5034 0.27
```



Record 2
Molecular formula: C12H30Si2
Method: DFT, wB97M-V/def2-TZVPD

Its energy above the lowest of the compared OMol25 structures with the same formula, charge and spin is 0.00 kcal/mol. Its lowest unoccupied orbital energy is 0.79 eV. As for the largest force on an atom: 1.47 eV Å⁻¹. Its SMILES is CC(C)(C)[Si](C)(C)[Si](C)(C)C(C)(C)C. The value obtained for the total energy is -28686.9690 eV. The frontier orbital gap comes out at 9.67 eV.

```
44
Properties=species:S:1:pos:R:3:mulliken_charge:R:1
C -2.0907 -1.0104 1.7720 -1.70
C -2.4196 -0.0364 0.6640 1.97
C -2.7355 -0.7995 -0.6539 -1.59
C -3.6304 0.8069 1.0623 -2.01
Si -0.9060 1.0547 0.2583 0.88
C -0.3061 1.7193 1.9182 -1.38
C -1.4283 2.5331 -0.7767 -1.28
Si 1.0394 0.1929 -0.8302 0.73
C 0.7786 -0.1419 -2.6871 -1.43
C 2.1593 1.6735 -0.7709 -1.56
C 2.1365 -1.2085 -0.0756 1.72
C 1.2791 -2.4818 -0.1191 -1.56
C 3.3562 -1.3911 -1.0436 -1.81
C 2.5870 -0.9198 1.3453 -1.75
H -2.8553 -1.8000 1.8583 0.49
H -1.2146 -1.5674 1.5108 0.19
H -1.9875 -0.5750 2.7705 0.33
H -3.3454 -1.7056 -0.4155 0.42
H -3.3506 -0.1990 -1.3821 0.31
H -1.8090 -1.1132 -1.1801 0.25
H -4.4518 0.1312 1.3161 0.49
H -3.9680 1.4827 0.2614 0.37
H -3.3737 1.4442 1.9082 0.33
H 0.2030 0.9278 2.4692 0.29
H -1.1656 2.0800 2.5013 0.36
H 0.3756 2.5394 1.7827 0.41
H -0.9069 3.4280 -0.3894 0.28
H -1.1640 2.3244 -1.8064 0.28
H -2.4993 2.6758 -0.6773 0.40
H 1.1760 0.5806 -3.3869 0.46
H 1.2823 -1.0542 -2.9528 0.39
H -0.2929 -0.3019 -2.8776 0.33
H 3.1896 1.3967 -0.4632 0.40
H 2.1832 2.1089 -1.7617 0.41
H 1.8283 2.4112 -0.0724 0.36
H 1.1428 -2.8463 -1.1327 0.35
H 0.3122 -2.2656 0.3085 0.15
H 1.7474 -3.2759 0.4921 0.41
H 3.7285 -0.4211 -1.4006 0.32
H 3.0895 -1.9489 -1.9275 0.37
H 4.1773 -1.9026 -0.5228 0.45
H 3.2413 -1.7493 1.7188 0.49
H 3.1640 -0.0301 1.4252 0.36
H 1.7244 -0.7659 1.9628 0.33
```



lowest unoccupied orbital energy of number 1 (C27H37F7NO22P2)?
-3.29 eV